(1)
Computed, not measured: C32H38N10O2RhS3 as an isolated structure, with ωB97M-V/def2-TZVPD.

Geometry as ORCA input:
```
! RIJCOSX wB97M-V def2-TZVPD def2/J DEFGRID3
* xyz -1 5
Rh -0.448 -0.292 0.078
C 3.544 -0.989 -1.426
C 2.083 -0.707 -1.261
N 1.544 -0.550 -0.049
N 2.381 -0.575 1.033
C 1.806 -0.385 2.165
N 2.594 -0.453 3.315
S 0.097 -0.084 2.420
C 1.203 -0.604 -2.354
C 1.620 -0.689 -3.711
C 0.695 -0.648 -4.716
C -0.671 -0.535 -4.400
C -1.019 -0.428 -3.071
N -0.138 -0.412 -2.072
H 3.925 -1.466 -0.525
H 4.121 -0.072 -1.582
H 3.713 -1.647 -2.276
H 3.573 -0.291 3.130
H 2.229 0.079 4.091
H 2.671 -0.788 -3.937
H 1.012 -0.726 -5.749
H -1.440 -0.565 -5.156
H -2.059 -0.390 -2.787
N 0.793 4.167 0.330
C 0.772 4.136 -1.046
C 0.526 2.838 -1.374
N 0.396 2.087 -0.234
C 0.558 2.908 0.768
H 0.928 4.978 0.907
H 0.933 5.013 -1.645
H 0.449 2.388 -2.349
H 0.517 2.623 1.806
N -7.105 -4.922 1.714
C -6.196 -4.598 0.698
C -5.216 -5.507 0.307
C -4.339 -5.196 -0.719
C -4.427 -3.969 -1.358
C -5.407 -3.060 -0.981
C -6.294 -3.378 0.030
S -3.218 -3.496 -2.569
O -2.716 -4.729 -3.143
O -3.870 -2.552 -3.444
N -2.144 -2.704 -1.730
C -1.170 -3.300 -1.062
S -0.723 -5.014 -1.150
C 0.487 -4.746 0.060
C 0.502 -3.447 0.417
N -0.407 -2.643 -0.214
H -6.758 -5.596 2.379
H -7.511 -4.121 2.172
H -5.143 -6.462 0.814
H -3.581 -5.902 -1.029
H -5.456 -2.105 -1.486
H -7.060 -2.669 0.322
H 1.105 -5.545 0.428
H 1.167 -3.003 1.143
C -3.538 -1.004 3.520
C -4.017 -1.703 2.242
C -3.003 -2.719 1.751
C -4.474 -0.657 1.245
C -5.844 -0.450 1.210
C -6.438 0.560 0.474
C -5.616 1.454 -0.195
C -4.241 1.325 -0.201
C -3.461 2.477 -0.802
C -2.572 2.111 -1.979
C -2.686 3.202 0.302
C -3.617 0.194 0.447
N -2.313 -0.006 0.296
H -3.220 -1.741 4.260
H -4.334 -0.392 3.950
H -2.687 -0.362 3.308
H -4.926 -2.258 2.499
H -2.004 -2.297 1.731
H -3.246 -3.068 0.749
H -2.991 -3.578 2.426
H -6.469 -1.108 1.803
H -7.514 0.669 0.448
H -6.057 2.298 -0.711
H -4.217 3.172 -1.182
H -1.754 1.468 -1.663
H -2.145 3.013 -2.424
H -3.147 1.591 -2.746
H -1.983 2.518 0.776
H -3.369 3.573 1.068
H -2.128 4.046 -0.108
*
```

Computed properties:
ΔE to the lowest compared entry with this formula, charge and spin: 0.75 kcal per mole
highest occupied orbital energy (alpha / beta): -2.369 / -4.419 eV
strongest force on any atom: 0.68 eV/A



(2)
Computed, not measured: C32H38N5PRhSSi as an isolated structure, with ωB97M-V/def2-TZVPD.

Geometry as ORCA input:
```
! RIJCOSX wB97M-V def2-TZVPD def2/J DEFGRID3
* xyz 1 1
Rh -0.154 0.204 0.068
C 4.685 -1.736 2.530
Si 4.373 0.005 3.129
C 4.969 0.176 4.895
C 5.200 1.269 2.030
C 2.510 0.399 3.134
C 1.874 0.920 4.259
C 0.536 1.299 4.239
C -0.172 1.149 3.067
N 0.417 0.642 1.984
C 1.707 0.277 2.001
S 2.154 -0.354 0.413
H 5.734 -1.991 2.695
H 4.474 -1.847 1.467
H 4.080 -2.464 3.074
H 6.036 -0.050 4.932
H 4.466 -0.521 5.569
H 4.841 1.186 5.286
H 6.286 1.206 2.124
H 4.901 2.284 2.301
H 4.944 1.108 0.983
H 2.432 1.031 5.181
H 0.050 1.702 5.116
H -1.211 1.433 2.970
C -1.365 -2.243 5.044
C -2.567 -1.653 4.676
C -2.780 -1.281 3.358
C -1.782 -1.493 2.411
C -0.582 -2.096 2.778
C -0.376 -2.471 4.096
P -2.040 -0.979 0.702
C -3.060 -2.274 -0.038
C -3.030 -3.561 0.498
C -3.848 -4.548 -0.028
C -4.690 -4.260 -1.092
C -4.718 -2.980 -1.633
C -3.901 -1.991 -1.114
C -2.895 0.584 0.604
C -4.200 1.061 0.637
C -4.382 2.416 0.410
C -3.288 3.243 0.149
C -1.993 2.743 0.070
C -1.796 1.384 0.292
H -1.199 -2.526 6.075
H -3.338 -1.482 5.415
H -3.715 -0.813 3.072
H 0.200 -2.246 2.041
H 0.558 -2.934 4.384
H -2.381 -3.789 1.334
H -3.826 -5.543 0.394
H -5.331 -5.031 -1.498
H -5.379 -2.753 -2.458
H -3.945 -0.990 -1.531
H -5.042 0.408 0.830
H -5.377 2.839 0.431
H -3.457 4.299 -0.015
H -1.169 3.411 -0.151
C -0.906 1.079 -2.707
N -0.237 -0.094 -2.048
C 1.160 -0.172 -2.618
N 1.155 -0.280 -4.056
C 0.474 0.884 -4.622
N -0.908 0.971 -4.146
C -1.610 -0.257 -4.525
N -0.959 -1.441 -3.959
C -0.951 -1.322 -2.519
C 0.423 -1.487 -4.442
H -0.372 1.982 -2.403
H -1.930 1.131 -2.336
H 1.645 -1.045 -2.180
H 1.699 0.725 -2.310
H 0.473 0.804 -5.709
H 1.011 1.790 -4.338
H -1.622 -0.342 -5.612
H -2.640 -0.207 -4.167
H -0.455 -2.188 -2.074
H -1.977 -1.270 -2.159
H 0.420 -1.572 -5.529
H 0.922 -2.362 -4.023
*
```

Computed properties:
ΔE to the lowest compared entry with this formula, charge and spin: 0.00 kcal per mole
highest occupied orbital energy: -10.768 eV
strongest force on any atom: 0.87 eV/A



(3)
Computed, not measured: C32H39BN6O3SiW as an isolated structure, with ωB97M-V/def2-TZVPD.

Geometry as ORCA input:
```
! RIJCOSX wB97M-V def2-TZVPD def2/J DEFGRID3
* xyz 2 3
W 0.149 -0.563 0.747
C -4.327 1.162 1.282
N -3.482 0.889 2.449
C -4.174 0.827 3.738
C -2.207 0.616 2.307
O -1.632 0.628 1.187
C -1.364 0.231 3.519
O 0.006 0.125 3.138
C 0.814 1.286 3.367
C 0.921 2.061 2.070
O 0.840 1.387 1.005
N 1.095 3.356 2.053
C 1.315 4.137 3.274
C 1.099 4.103 0.792
H -4.752 2.161 1.374
H -5.135 0.432 1.251
H -3.735 1.097 0.376
H -5.019 1.510 3.704
H -3.529 1.137 4.556
H -4.547 -0.180 3.927
H -1.675 -0.748 3.890
H -1.474 0.947 4.332
H 1.810 0.932 3.649
H 0.398 1.874 4.183
H 0.369 4.479 3.696
H 1.911 5.006 3.010
H 1.874 3.566 4.012
H 0.761 3.463 -0.015
H 2.110 4.444 0.576
H 0.434 4.958 0.900
B -1.575 -2.578 0.029
N -1.583 -1.669 -1.213
C -2.187 -1.632 -2.404
C -1.627 -0.604 -3.148
C -0.659 -0.042 -2.326
N -0.641 -0.698 -1.161
N -0.282 -3.378 0.112
C 0.078 -4.652 -0.061
C 1.424 -4.766 0.236
C 1.827 -3.487 0.596
N 0.787 -2.642 0.520
H -1.380 -1.772 1.019
H -2.580 -3.179 0.219
H -2.969 -2.332 -2.650
H -1.886 -0.308 -4.149
H 0.016 0.779 -2.505
H -0.644 -5.392 -0.364
H 2.032 -5.652 0.203
H 2.803 -3.151 0.896
C 4.256 3.845 -1.302
C 3.499 3.086 -2.186
C 3.006 1.850 -1.791
C 3.236 1.351 -0.506
C 3.978 2.143 0.376
C 4.495 3.371 -0.019
Si 2.686 -0.396 -0.065
C 3.717 -0.863 1.464
C 3.178 -1.209 2.705
C 3.976 -1.483 3.810
C 5.356 -1.431 3.689
C 5.924 -1.099 2.467
C 5.115 -0.813 1.378
C 3.107 -1.401 -1.598
C 4.402 -1.269 -2.114
C 4.792 -1.937 -3.264
C 3.882 -2.734 -3.945
C 2.586 -2.856 -3.470
C 2.206 -2.198 -2.309
H 4.672 4.792 -1.618
H 3.324 3.443 -3.193
H 2.480 1.239 -2.518
H 4.203 1.776 1.372
H 5.105 3.947 0.666
H 2.103 -1.309 2.836
H 3.525 -1.755 4.755
H 5.985 -1.652 4.541
H 7.000 -1.059 2.363
H 5.588 -0.536 0.443
H 5.119 -0.622 -1.624
H 5.802 -1.826 -3.636
H 4.182 -3.249 -4.848
H 1.869 -3.465 -4.006
H 1.188 -2.311 -1.962
*
```

Computed properties:
highest occupied orbital energy (alpha / beta): -13.236 / -13.172 eV
strongest force on any atom: 0.74 eV/A



(4)
Computed, not measured: C32H39BaN5O8 as an isolated structure, with ωB97M-V/def2-TZVPD.

Geometry as ORCA input:
```
! RIJCOSX wB97M-V def2-TZVPD def2/J DEFGRID3
* xyz -2 1
Ba 0.791 1.401 -1.296
C -5.799 4.621 -0.391
C -7.239 4.655 -0.711
C -7.757 5.444 -2.031
O -8.966 5.517 -2.306
C -6.743 5.957 -2.867
C -5.456 5.834 -2.515
C -4.963 5.136 -1.291
O -3.728 4.807 -0.983
O -4.729 6.200 -3.510
O -8.051 3.924 -0.119
H -5.519 4.028 0.468
H -7.156 6.531 -3.684
C -5.096 0.264 -3.249
C -4.188 0.718 -4.255
C -4.881 1.593 -5.438
O -4.155 2.346 -6.100
C -6.277 1.416 -5.639
C -7.075 1.030 -4.612
C -6.446 0.424 -3.387
O -7.156 -0.096 -2.420
O -8.324 1.094 -4.980
O -2.967 0.589 -4.216
H -4.550 -0.103 -2.393
H -6.542 1.796 -6.615
C 3.062 -7.212 -2.951
C 2.381 -7.706 -1.634
C 1.076 -6.943 -1.355
C 1.056 -5.514 -1.376
N 1.041 -4.348 -1.486
H 3.919 -7.886 -2.966
H 3.412 -6.182 -3.008
H 2.316 -7.327 -3.738
H 3.094 -7.596 -0.816
H 2.234 -8.785 -1.606
H 0.617 -7.272 -0.423
H 0.353 -7.203 -2.128
C 7.814 2.387 -5.876
C 7.208 1.778 -7.201
C 5.680 1.900 -7.270
C 5.008 1.246 -6.115
N 4.530 0.760 -5.165
H 7.972 3.460 -5.773
H 8.851 2.078 -5.744
H 7.262 2.199 -4.955
H 7.428 0.725 -7.029
H 7.804 2.082 -8.062
H 5.335 1.319 -8.125
H 5.262 2.901 -7.377
C 6.049 -0.897 5.055
C 5.456 -2.215 4.350
C 5.827 -2.339 2.845
C 5.345 -1.155 2.186
N 4.953 -0.211 1.656
H 5.892 0.060 4.557
H 7.095 -1.120 5.267
H 5.743 -0.713 6.084
H 4.371 -2.163 4.434
H 5.760 -3.091 4.922
H 5.356 -3.222 2.413
H 6.912 -2.429 2.800
C -3.280 -4.251 5.568
C -4.000 -3.644 4.286
C -3.759 -2.157 4.094
C -2.460 -1.673 3.577
N -1.497 -1.177 3.270
H -3.733 -5.185 5.900
H -3.206 -3.546 6.396
H -2.303 -4.546 5.186
H -5.066 -3.687 4.506
H -3.836 -4.188 3.355
H -3.893 -1.739 5.091
H -4.421 -1.860 3.280
C 2.069 3.372 7.157
C 0.543 3.225 6.975
C -0.146 3.932 5.735
C 0.675 4.048 4.503
N 1.356 4.047 3.542
H 2.339 3.392 8.213
H 2.479 4.229 6.623
H 2.485 2.478 6.692
H 0.119 3.686 7.866
H 0.350 2.161 7.114
H -0.211 5.014 5.854
H -1.109 3.582 5.366
*
```

Computed properties:
ΔE to the lowest compared entry with this formula, charge and spin: 357.50 kcal per mole
highest occupied orbital energy: -0.394 eV
strongest force on any atom: 6.20 eV/A



(5)
Computed, not measured: C32H39FN4NiO6S2 as an isolated structure, with ωB97M-V/def2-TZVPD.

Geometry as ORCA input:
```
! RIJCOSX wB97M-V def2-TZVPD def2/J DEFGRID3
* xyz -2 3
Ni -0.478 -0.687 -0.024
C 3.872 -3.347 -2.953
C 3.801 -2.417 -1.741
N 3.382 -1.074 -2.043
C 4.351 -0.176 -2.634
C 4.196 -0.015 -4.145
C 2.071 -0.633 -1.861
S 0.885 -1.859 -1.480
N 1.870 0.621 -2.111
C 0.742 1.338 -1.761
O 0.069 1.116 -0.694
C 0.425 2.460 -2.581
C 1.206 2.859 -3.708
C 0.849 3.941 -4.476
C -0.301 4.698 -4.194
C -1.078 4.321 -3.088
C -0.732 3.248 -2.302
H 4.057 -4.375 -2.632
H 4.668 -3.057 -3.641
H 2.919 -3.317 -3.481
H 4.785 -2.366 -1.256
H 3.091 -2.830 -1.024
H 5.347 -0.566 -2.397
H 4.244 0.806 -2.169
H 4.363 -0.960 -4.666
H 4.903 0.725 -4.530
H 3.186 0.327 -4.361
H 2.096 2.290 -3.943
H 1.471 4.213 -5.326
H -0.584 5.539 -4.814
H -1.979 4.881 -2.853
H -1.340 2.952 -1.458
N -2.590 -0.309 2.679
C -1.391 -0.954 2.690
O -0.389 -0.472 2.175
C -1.357 -2.279 3.413
C -1.251 -3.467 2.447
H -2.613 0.465 2.023
H -3.407 -0.902 2.591
H -2.269 -2.392 4.005
H -0.521 -2.243 4.113
H -2.103 -3.399 1.767
H -1.356 -4.387 3.030
F 4.604 -6.012 3.752
C 3.493 -5.410 3.233
C 2.905 -4.378 3.931
C 1.775 -3.771 3.397
C 1.221 -4.187 2.187
C 0.007 -3.543 1.574
C 1.864 -5.225 1.514
C 2.999 -5.844 2.022
H 3.331 -4.049 4.870
H 1.343 -2.934 3.926
H 0.273 -2.542 1.206
H -0.250 -4.103 0.674
H 1.472 -5.545 0.557
H 3.495 -6.643 1.490
C 0.896 4.373 1.977
C -0.578 4.135 1.802
C -1.241 4.568 0.662
C -2.585 4.278 0.466
C -3.265 3.544 1.421
C -2.631 3.130 2.588
C -1.296 3.427 2.770
S -4.906 2.984 1.077
O -5.337 3.631 -0.132
O -5.682 3.108 2.287
N -4.688 1.396 0.794
C -4.798 0.778 -0.534
C -3.567 -0.055 -0.828
C -3.421 -1.250 0.131
O -4.403 -1.560 0.840
O -2.295 -1.809 0.152
H 1.272 5.072 1.232
H 1.444 3.436 1.863
H 1.115 4.771 2.970
H -0.693 5.087 -0.115
H -3.090 4.572 -0.442
H -3.175 2.553 3.323
H -0.784 3.067 3.655
H -5.048 0.833 1.552
H -4.937 1.568 -1.271
H -5.679 0.136 -0.531
H -2.650 0.544 -0.780
H -3.622 -0.448 -1.848
*
```

Computed properties:
ΔE to the lowest compared entry with this formula, charge and spin: 0.00 kcal per mole
highest occupied orbital energy (alpha / beta): 1.195 / -0.826 eV
strongest force on any atom: 0.76 eV/A



(6)
Computed, not measured: C32H39MnN5 as an isolated structure, with ωB97M-V/def2-TZVPD.

Geometry as ORCA input:
```
! RIJCOSX wB97M-V def2-TZVPD def2/J DEFGRID3
* xyz -1 5
Mn 0.682 0.086 1.143
N -1.252 -2.890 2.796
N 2.732 -1.736 0.281
C 0.574 2.172 0.947
C 1.962 1.769 1.064
C 2.119 1.041 2.290
C 3.418 0.558 2.839
H 4.220 0.614 2.092
H 3.343 -0.484 3.170
H 3.733 1.182 3.690
C 0.847 1.084 2.980
C 0.595 0.595 4.363
H 0.603 1.429 5.085
H 1.373 -0.119 4.656
H -0.383 0.101 4.444
C -0.090 1.798 2.169
C -1.460 2.212 2.586
H -1.954 1.411 3.143
H -2.050 2.449 1.695
H -1.479 3.088 3.251
C 3.101 2.191 0.210
H 3.782 2.917 0.689
H 2.710 2.654 -0.701
H 3.727 1.324 -0.037
C 0.003 3.061 -0.107
H -1.028 2.771 -0.354
H 0.589 2.995 -1.030
H -0.015 4.117 0.211
C -2.142 -3.858 2.614
H -2.984 -3.934 3.309
C -2.060 -4.801 1.575
H -2.798 -5.602 1.547
C -1.017 -4.670 0.647
H -0.896 -5.364 -0.177
C -0.103 -3.641 0.798
H 0.760 -3.457 0.158
C -0.260 -2.736 1.868
C 0.660 -1.615 1.972
H 1.290 -1.698 2.895
C 1.762 -0.929 -0.115
C 3.467 -2.146 -0.797
H 4.267 -2.850 -0.728
C 2.962 -1.567 -1.940
H 3.210 -1.723 -2.967
N 1.914 -0.761 -1.523
C 1.108 0.026 -2.404
C 1.689 1.109 -3.091
C 0.862 1.889 -3.904
H 1.287 2.767 -4.397
C -0.479 1.553 -4.106
C -1.363 2.384 -4.980
H -2.275 2.679 -4.442
H -1.676 1.825 -5.873
H -0.819 3.276 -5.302
C -0.994 0.397 -3.514
H -2.017 0.085 -3.738
C -0.210 -0.391 -2.667
C -0.719 -1.685 -2.109
H -0.554 -2.529 -2.800
H -1.792 -1.608 -1.905
H -0.220 -1.909 -1.158
C 3.133 1.473 -2.944
H 3.723 1.235 -3.842
H 3.591 0.952 -2.102
H 3.212 2.560 -2.798
C -4.999 -0.045 -0.536
N -3.783 -0.227 0.225
C -3.737 -0.679 1.528
C -2.424 -0.608 1.898
N -1.637 -0.246 0.817
C -2.502 0.025 -0.165
H -5.518 -1.010 -0.636
H -5.668 0.657 -0.010
H -4.776 0.354 -1.536
H -4.621 -1.008 2.050
H -1.956 -0.788 2.866
H -2.300 0.450 -1.126
*
```

Computed properties:
highest occupied orbital energy (alpha / beta): -1.701 / -2.353 eV
strongest force on any atom: 3.65 eV/A